ORCA calculation (wB97M-V/def2-TZVPD) on C27H51NO2Si2Tm as an isolated structure.

Last column: Löwdin charge in e.
Cartesian coordinates (Å):
O (-0.308, -1.452, -0.197)  -0.38
O (-2.076, -0.420, -3.008)  -0.24
C (0.581, -2.421, -0.925)  -0.17
C (1.038, -3.535, -0.010)  -0.04
H (1.415, -1.807, -1.289)  0.12
H (-0.001, -2.780, -1.786)  0.12
H (1.570, -3.158, 0.873)  0.07
H (1.717, -4.199, -0.550)  0.10
H (0.192, -4.141, 0.332)  0.08
C (-1.525, -2.061, 0.434)  -0.19
C (-2.336, -2.806, -0.600)  -0.05
H (-2.096, -1.231, 0.881)  0.12
H (-1.172, -2.704, 1.256)  0.12
H (-2.471, -2.202, -1.510)  0.06
H (-3.331, -3.047, -0.197)  0.10
H (-1.838, -3.747, -0.856)  0.08
C (-3.104, 0.568, -3.190)  -0.27
C (-1.854, -1.297, -4.132)  -0.26
C (-4.299, 0.337, -2.288)  -0.06
H (-3.431, 0.593, -4.246)  0.13
H (-2.631, 1.535, -2.964)  0.10
H (-4.780, -0.621, -2.504)  0.08
H (-5.024, 1.134, -2.476)  0.09
H (-4.003, 0.353, -1.234)  0.07
C (-3.059, -2.152, -4.468)  -0.07
H (-1.000, -1.923, -3.839)  0.10
H (-1.550, -0.705, -5.019)  0.12
H (-3.425, -2.701, -3.591)  0.08
H (-2.757, -2.885, -5.223)  0.09
H (-3.876, -1.545, -4.873)  0.08
H (-0.665, 0.190, -1.569)  0.05
Tm (0.397, 0.265, 0.985)  1.38
C (-0.132, 1.189, -1.472)  -0.21
Si (0.726, 1.722, -3.091)  0.47
H (-0.849, 1.963, -1.161)  0.06
H (0.801, 1.188, -0.838)  -0.04
C (1.535, 0.220, -3.843)  -0.16
C (2.093, 2.945, -2.720)  -0.16
C (-0.448, 2.498, -4.318)  -0.17
C (2.708, 0.322, 0.508)  -0.40
Si (3.567, 1.357, 1.809)  0.37
H (2.951, 0.760, -0.474)  -0.03
H (3.182, -0.676, 0.495)  -0.01
C (4.432, 2.821, 1.013)  -0.18
C (4.889, 0.429, 2.762)  -0.18
C (2.311, 2.042, 3.041)  -0.19
H (0.127, 3.009, -5.103)  0.05
H (-1.071, 3.244, -3.807)  0.04
H (-1.115, 1.773, -4.803)  0.02
H (2.382, -0.117, -3.235)  0.04
H (1.920, 0.538, -4.821)  0.05
H (0.856, -0.621, -4.002)  0.01
H (2.675, 2.689, -1.828)  0.01
H (1.680, 3.949, -2.569)  0.04
H (2.786, 2.991, -3.571)  0.05
H (5.383, -0.324, 2.135)  0.04
H (4.489, -0.075, 3.650)  0.02
H (5.653, 1.146, 3.093)  0.03
H (1.933, 1.296, 3.753)  0.02
H (1.450, 2.522, 2.538)  0.02
H (2.831, 2.822, 3.622)  0.05
H (5.275, 3.162, 1.631)  0.03
H (3.738, 3.662, 0.895)  0.03
H (4.824, 2.555, 0.023)  0.03
C (1.987, -2.074, 4.606)  -0.04
C (1.082, -1.721, 5.610)  -0.02
C (-0.006, -0.913, 5.288)  0.01
C (-0.229, -0.502, 3.966)  -0.22
N (0.652, -0.888, 2.986)  -0.03
C (1.766, -1.621, 3.304)  -0.11
C (-1.371, 0.358, 3.573)  -0.23
C (-2.518, 0.410, 4.404)  -0.03
C (-3.649, 1.127, 4.016)  -0.07
C (-3.637, 1.836, 2.811)  -0.07
C (-2.478, 1.813, 1.994)  -0.14
C (-1.363, 1.076, 2.358)  -0.24
H (2.886, -2.665, 4.803)  0.12
H (1.248, -2.048, 6.636)  0.12
H (-0.662, -0.544, 6.074)  0.12
H (2.494, -1.807, 2.508)  0.10
H (-2.515, -0.158, 5.337)  0.10
H (-4.536, 1.121, 4.645)  0.11
H (-4.523, 2.392, 2.500)  0.11
H (-2.506, 2.373, 1.052)  0.08

Summary:
Max |F| = 1.701 eV Å⁻¹
LUMO (alpha / beta) = -2.821 / -2.808 eV
Multiplicity = 3
E_tot = -2928.6410 hartree
Charge = +1
Kohn-Sham gap (alpha / beta) = 7.77 / 7.75 eV

ORCA calculation (wB97M-V/def2-TZVPD) on C27H52AsBN6PtS3Si2 as an isolated structure.

Last column: Löwdin charge in e.
Cartesian coordinates (Å):
Pt (0.340, 0.344, 0.064)  0.16
C (1.133, -1.997, 5.828)  -0.06
C (0.439, -1.360, 4.625)  -0.54
C (1.137, -0.050, 4.261)  -0.04
C (-1.028, -1.138, 4.996)  -0.05
N (0.559, -2.298, 3.459)  0.01
C (1.421, -3.380, 3.435)  -0.04
C (1.424, -3.858, 2.177)  -0.05
N (0.589, -3.074, 1.417)  0.02
B (0.469, -3.319, -0.108)  -0.59
N (1.540, -2.598, -0.957)  0.02
C (1.733, -3.028, -2.251)  -0.06
C (2.745, -2.327, -2.782)  -0.04
N (3.176, -1.428, -1.816)  0.00
C (2.442, -1.626, -0.681)  -0.69
S (2.631, -0.830, 0.834)  0.63
C (4.433, -0.632, -1.979)  -0.54
C (4.715, -0.510, -3.479)  -0.05
C (4.295, 0.785, -1.420)  -0.08
C (5.562, -1.389, -1.288)  -0.03
N (-0.994, -3.052, -0.587)  0.03
C (-1.922, -4.007, -0.246)  -0.05
C (-3.125, -3.602, -0.682)  -0.04
N (-2.942, -2.382, -1.304)  0.01
C (-1.623, -2.044, -1.221)  -0.65
S (-0.921, -0.569, -1.809)  0.58
C (-4.084, -1.557, -1.807)  -0.54
C (-3.840, -1.098, -3.244)  -0.05
C (-5.348, -2.414, -1.807)  -0.06
C (-4.268, -0.392, -0.841)  -0.03
C (0.080, -2.109, 2.204)  -0.66
S (-0.988, -0.847, 1.708)  0.62
H (0.953, -1.361, 6.693)  0.09
H (2.212, -2.067, 5.695)  0.09
H (0.730, -2.987, 6.047)  0.09
H (1.095, 0.631, 5.112)  0.09
H (0.653, 0.426, 3.410)  0.03
H (2.182, -0.234, 4.008)  0.08
H (-1.057, -0.577, 5.931)  0.09
H (-1.535, -2.091, 5.154)  0.09
H (-1.564, -0.578, 4.238)  0.03
H (1.934, -3.739, 4.304)  0.11
H (1.958, -4.686, 1.749)  0.13
H (0.658, -4.502, -0.270)  0.12
H (1.111, -3.787, -2.689)  0.13
H (3.149, -2.357, -3.773)  0.11
H (3.852, -0.105, -4.009)  0.10
H (4.999, -1.460, -3.931)  0.08
H (5.550, 0.174, -3.614)  0.09
H (3.321, 1.207, -1.667)  0.05
H (5.065, 1.409, -1.876)  0.09
H (4.405, 0.818, -0.344)  0.04
H (5.656, -2.399, -1.692)  0.09
H (5.368, -1.454, -0.217)  0.07
H (6.506, -0.865, -1.439)  0.09
H (-1.639, -4.902, 0.277)  0.12
H (-4.078, -4.086, -0.609)  0.11
H (-3.698, -1.958, -3.900)  0.09
H (-2.978, -0.445, -3.331)  0.02
H (-4.722, -0.552, -3.580)  0.09
H (-5.228, -3.314, -2.411)  0.09
H (-6.148, -1.819, -2.245)  0.09
H (-5.663, -2.692, -0.801)  0.08
H (-3.360, 0.199, -0.779)  0.03
H (-4.506, -0.763, 0.157)  0.10
H (-5.082, 0.249, -1.181)  0.10
C (0.097, 4.486, -2.544)  -0.23
Si (1.003, 4.210, -0.925)  0.19
C (2.768, 3.785, -1.394)  -0.24
C (1.080, 5.833, 0.017)  -0.24
As (0.099, 2.683, 0.623)  0.62
Si (-2.172, 3.227, 0.309)  0.19
C (-2.529, 5.026, 0.724)  -0.23
C (-2.818, 2.927, -1.426)  -0.22
C (-3.140, 2.194, 1.539)  -0.24
H (0.761, 5.024, -3.226)  0.03
H (-0.804, 5.086, -2.414)  0.01
H (-0.187, 3.545, -3.017)  0.03
H (3.238, 4.689, -1.790)  0.03
H (2.804, 3.023, -2.173)  0.01
H (3.358, 3.436, -0.547)  0.03
H (1.536, 6.609, -0.605)  0.03
H (1.688, 5.717, 0.917)  0.03
H (0.095, 6.179, 0.327)  0.00
H (-2.185, 5.707, -0.055)  0.01
H (-2.068, 5.324, 1.667)  0.03
H (-3.611, 5.154, 0.822)  0.03
H (-2.566, 3.765, -2.074)  0.01
H (-3.907, 2.831, -1.410)  0.03
H (-2.396, 2.023, -1.865)  -0.01
H (-2.902, 2.520, 2.554)  0.03
H (-2.904, 1.132, 1.469)  -0.04
H (-4.215, 2.316, 1.382)  0.03

Summary:
Max |F| = 0.546 eV Å⁻¹
LUMO (alpha / beta) = 0.558 / -0.718 eV
Relative energy (zero: lowest compared OMol25 entry of this formula, charge and spin) = 0.0 kJ/mol
Multiplicity = 3
E_tot = -5542.2775 hartree
Kohn-Sham gap (alpha / beta) = 6.86 / 5.75 eV

ORCA calculation (wB97M-V/def2-TZVPD) on C27H52AsN2ORuSSi4 as an isolated structure.

Last column: Löwdin charge in e.
Cartesian coordinates (Å):
Ru (-0.097, -0.054, 1.000)  0.65
O (-2.040, 0.293, 2.376)  -0.64
S (-1.088, 0.323, 3.544)  0.83
N (0.297, 0.144, 2.978)  -0.47
C (-3.464, -2.019, 0.942)  -0.26
As (-1.624, -2.202, 0.346)  1.14
C (-1.970, -2.371, -1.568)  -0.26
C (-1.131, -4.014, 0.928)  -0.31
C (-2.003, -5.077, 0.343)  -0.32
C (-1.703, -5.628, -0.900)  -0.07
C (-2.519, -6.599, -1.458)  -0.07
C (-3.649, -7.033, -0.781)  -0.08
C (-3.954, -6.494, 0.461)  -0.07
C (-3.136, -5.524, 1.019)  -0.06
H (-3.990, -2.958, 0.768)  0.03
H (-3.939, -1.232, 0.358)  0.03
H (-3.496, -1.743, 1.992)  0.02
H (-2.579, -3.258, -1.741)  0.03
H (-1.056, -2.441, -2.154)  0.02
H (-2.525, -1.486, -1.884)  0.03
H (-1.191, -3.997, 2.017)  0.08
H (-0.083, -4.151, 0.663)  0.06
H (-0.815, -5.301, -1.430)  0.11
H (-2.268, -7.024, -2.421)  0.11
H (-4.284, -7.794, -1.214)  0.11
H (-4.826, -6.838, 1.001)  0.11
H (-3.373, -5.117, 1.996)  0.11
C (-4.329, 2.038, -1.281)  -0.08
N (-3.006, 1.715, -1.773)  -0.26
C (-2.586, 2.431, -2.955)  -0.08
C (-1.992, 1.369, -0.819)  -0.20
C (-1.317, 2.437, 0.021)  -0.21
C (-1.780, 3.730, 0.042)  -0.02
C (-1.259, 4.670, 0.936)  -0.02
C (-0.306, 4.291, 1.853)  -0.06
C (0.164, 2.978, 1.853)  -0.20
C (-0.282, 2.033, 0.918)  -0.43
H (-5.069, 1.772, -2.038)  0.09
H (-4.477, 3.097, -1.033)  0.08
H (-4.540, 1.458, -0.381)  0.09
H (-3.358, 2.338, -3.721)  0.09
H (-1.671, 1.987, -3.349)  0.07
H (-2.400, 3.504, -2.801)  0.08
H (-1.219, 0.799, -1.357)  0.09
H (-2.450, 0.676, -0.097)  0.08
H (-2.573, 4.024, -0.628)  0.10
H (-1.636, 5.684, 0.926)  0.12
H (0.061, 4.995, 2.586)  0.11
H (0.834, 2.658, 2.646)  0.06
C (3.616, 1.984, -2.507)  -0.21
Si (1.824, 1.884, -1.927)  0.46
C (1.008, 0.546, -2.996)  -0.20
C (1.039, 3.581, -2.190)  -0.19
Si (1.610, 1.376, 0.429)  0.57
Si (1.906, -1.439, 0.683)  0.38
C (1.718, -2.500, 2.247)  -0.23
C (1.844, -2.507, -0.879)  -0.21
C (3.693, -0.818, 0.724)  -0.24
Si (3.299, 2.475, 1.774)  0.45
C (4.951, 2.467, 0.875)  -0.20
C (3.407, 1.618, 3.455)  -0.20
C (2.893, 4.304, 2.000)  -0.20
H (3.610, 2.205, -3.577)  0.04
H (4.165, 1.051, -2.378)  0.03
H (4.173, 2.780, -2.019)  0.01
H (0.383, 0.995, -3.770)  0.03
H (0.402, -0.166, -2.438)  -0.01
H (1.783, -0.028, -3.507)  0.04
H (1.134, 3.873, -3.238)  0.04
H (1.546, 4.340, -1.591)  0.03
H (-0.019, 3.600, -1.931)  0.00
H (0.687, -2.657, 2.556)  -0.01
H (2.231, -2.012, 3.077)  0.03
H (2.182, -3.479, 2.098)  0.04
H (0.849, -2.669, -1.289)  -0.02
H (2.271, -3.484, -0.638)  0.04
H (2.463, -2.080, -1.669)  0.03
H (3.996, -0.457, 1.708)  0.01
H (3.977, -0.092, -0.037)  0.00
H (4.295, -1.710, 0.513)  0.06
H (5.424, 1.492, 0.773)  0.03
H (5.624, 3.102, 1.457)  0.04
H (4.869, 2.920, -0.111)  0.01
H (4.182, 0.851, 3.468)  0.03
H (2.466, 1.147, 3.738)  0.00
H (3.669, 2.350, 4.222)  0.04
H (2.533, 4.779, 1.086)  0.04
H (3.825, 4.799, 2.285)  0.04
H (2.173, 4.492, 2.791)  0.02

Summary:
Max |F| = 1.222 eV Å⁻¹
LUMO = -3.384 eV
Relative energy (zero: lowest compared OMol25 entry of this formula, charge and spin) = 0.0 kJ/mol
E_tot = -5131.3901 hartree
Charge = +1
Kohn-Sham gap = 7.48 eV

ORCA calculation (wB97M-V/def2-TZVPD) on C27H52BeN3O2P2 as an isolated structure.

Last column: Löwdin charge in e.
Cartesian coordinates (Å):
Be (-0.901, -0.266, -0.352)  0.03
P (-1.323, 0.471, -2.852)  1.05
P (-1.006, -1.928, 1.122)  1.12
N (-2.601, 0.146, -0.154)  -0.17
C (-2.493, 1.696, -2.119)  -0.25
H (-2.010, 2.690, -2.124)  0.09
H (-3.356, 1.794, -2.805)  0.08
C (-3.024, 1.473, -0.702)  -0.21
H (-2.687, 2.274, -0.017)  0.12
H (-4.123, 1.498, -0.700)  0.13
C (-3.106, -0.078, 1.261)  -0.20
H (-4.004, -0.709, 1.175)  0.13
H (-3.413, 0.891, 1.698)  0.13
C (-2.031, -0.744, 2.109)  -0.30
H (-2.505, -1.256, 2.955)  0.09
H (-1.361, 0.028, 2.515)  0.08
C (0.224, -2.491, 2.399)  -0.52
C (1.514, -1.678, 2.246)  -0.11
H (1.373, -0.627, 2.520)  0.06
H (1.890, -1.710, 1.214)  0.08
H (2.289, -2.096, 2.903)  0.09
C (-2.229, -3.327, 0.951)  -0.51
C (-1.691, -4.471, 0.089)  -0.11
H (-2.541, -5.089, -0.236)  0.09
H (-1.009, -5.122, 0.651)  0.06
H (-1.189, -4.084, -0.806)  0.06
C (-2.261, -0.197, -4.302)  -0.51
C (-1.331, -1.038, -5.172)  -0.10
H (-1.947, -1.640, -5.853)  0.09
H (-0.748, -1.742, -4.566)  0.07
H (-0.662, -0.425, -5.791)  0.07
C (0.050, 1.570, -3.594)  -0.50
C (1.208, 0.735, -4.154)  -0.12
H (2.167, 1.187, -3.860)  0.07
H (1.180, 0.681, -5.251)  0.08
H (1.205, -0.292, -3.774)  0.06
C (-1.586, -1.368, -2.056)  -0.56
C (-2.772, -3.807, 2.308)  -0.11
H (-2.289, -3.337, 3.174)  0.06
H (-3.847, -3.588, 2.371)  0.08
H (-2.666, -4.896, 2.420)  0.09
C (-3.137, 0.768, -5.105)  -0.10
H (-3.193, 0.428, -6.147)  0.09
H (-4.156, 0.777, -4.690)  0.08
H (-2.762, 1.796, -5.109)  0.05
C (-0.409, 2.630, -4.608)  -0.11
H (0.453, 3.250, -4.897)  0.09
H (-0.792, 2.178, -5.532)  0.07
H (-1.162, 3.314, -4.195)  0.07
C (0.525, -3.993, 2.389)  -0.10
H (0.829, -4.330, 1.390)  0.08
H (1.362, -4.200, 3.071)  0.09
H (-0.318, -4.604, 2.731)  0.07
H (-0.242, -2.228, 3.364)  0.11
H (0.423, 2.122, -2.713)  0.09
H (-3.053, -2.865, 0.382)  0.10
H (-2.948, -0.897, -3.798)  0.09
O (-0.812, -2.347, -2.256)  -0.20
H (-3.081, -0.593, -0.769)  0.10
H (-2.706, -1.651, -1.925)  0.07
C (3.133, 3.463, 5.572)  -0.07
C (3.069, 2.123, 4.871)  -0.20
N (3.091, 2.252, 3.395)  -0.04
C (4.441, 2.405, 2.809)  -0.20
C (5.043, 1.099, 2.292)  -0.06
C (1.902, 2.146, 2.725)  -0.39
O (0.846, 1.992, 3.343)  0.03
C (1.833, 2.054, 1.212)  -0.07
C (2.853, 2.095, 0.243)  0.01
C (2.745, 1.194, -0.821)  -0.02
C (1.616, 0.382, -0.913)  -0.08
N (0.501, 0.624, -0.167)  0.02
C (0.591, 1.564, 0.822)  -0.01
H (4.004, 4.032, 5.239)  0.07
H (3.181, 3.277, 6.648)  0.09
H (2.226, 4.034, 5.343)  0.09
H (3.950, 1.506, 5.119)  0.13
H (2.139, 1.605, 5.127)  0.12
H (4.417, 3.163, 2.011)  0.11
H (5.065, 2.793, 3.627)  0.12
H (4.427, 0.648, 1.500)  0.06
H (6.035, 1.327, 1.875)  0.09
H (5.149, 0.375, 3.114)  0.09
H (3.666, 2.805, 0.319)  0.12
H (3.581, 1.062, -1.513)  0.13
H (1.614, -0.487, -1.576)  0.13
H (-0.330, 1.784, 1.358)  0.13

Summary:
Max |F| = 7.832 eV Å⁻¹
LUMO (alpha / beta) = -3.532 / -3.532 eV
E_tot = -2071.8800 hartree
Charge = +1
Kohn-Sham gap (alpha / beta) = 3.72 / 3.72 eV